Record 1
Computed, not measured: C3H4F2 in the gas phase at a distorted geometry, with the ωB97M-V functional and the def2-TZVPD basis.

Computed properties:
- E (hartree) = -316.34679
- F_max (Eh/bohr) = 0.1605
- frontier orbital gap (eV) = 11.2
- structure (SMILES) = FC1(F)CC1

ORCA input file:
```
! wB97M-V def2-TZVPD RIJCOSX def2/J DEFGRID3
* xyz 0 1
F -1.81 -0.97 -0.06
C -0.79 0.05 -0.06
F -1.48 1.15 -0.02
C 0.56 -0.10 -0.85
C 0.57 -0.12 0.73
H 0.75 -0.98 -1.16
H 0.86 0.86 -1.33
H 0.67 0.98 1.16
H 0.68 -0.87 1.57
*
```

Record 2
Computed, not measured: a 4-piece molecular cluster, C24H16O16 overall at a distorted geometry, with the ωB97M-V functional and the def2-TZVPD basis.

Computed properties:
- E (hartree) = -2127.93857
- F_max (Eh/bohr) = 0.0675
- frontier orbital gap (eV) = 7.9
- structure (SMILES) = O=C1C=C(O)C(=O)C=C1O.O=C1C=C(O)C(=O)C=C1O.O=C1C=C(O)C(=O)C=C1O.O=C1C=C(O)C(=O)C=C1O

ORCA input file:
```
! wB97M-V def2-TZVPD RIJCOSX def2/J DEFGRID3
* xyz 0 1
O 10.98 9.41 6.87
C 10.35 10.40 7.24
C 10.90 11.47 8.11
C 10.05 12.42 8.64
O 10.43 13.37 9.46
C 8.57 12.36 8.26
O 7.84 13.15 8.83
C 8.09 11.30 7.29
C 8.93 10.44 6.77
O 8.66 9.40 5.85
H 11.96 11.55 8.40
H 9.90 14.18 9.53
H 7.07 11.22 7.04
H 9.54 9.03 5.72
O 9.07 15.45 9.71
C 8.69 16.04 10.70
C 8.63 17.52 10.74
C 8.39 18.12 11.91
O 8.24 19.46 12.02
C 8.25 17.33 13.23
O 7.90 18.01 14.17
C 8.33 15.89 13.22
C 8.44 15.25 12.03
O 8.28 13.93 11.88
H 8.76 18.07 9.82
H 8.15 19.72 12.98
H 8.16 15.31 14.14
H 8.57 13.75 10.98
O 13.31 7.99 11.11
C 12.27 8.57 11.35
C 12.08 9.72 12.25
C 10.85 10.19 12.41
O 10.50 11.17 13.22
C 9.71 9.76 11.46
O 8.72 10.44 11.50
C 9.87 8.60 10.59
C 11.07 8.02 10.54
O 11.41 6.98 9.77
H 12.92 9.93 12.95
H 9.60 11.38 12.87
H 9.02 8.20 10.08
H 12.35 6.88 9.90
O 4.47 20.83 17.68
C 4.75 21.30 16.57
C 5.43 20.61 15.46
C 5.46 21.31 14.31
O 5.76 20.79 13.14
C 5.10 22.86 14.24
O 5.34 23.31 13.14
C 4.53 23.50 15.37
C 4.29 22.77 16.49
O 3.74 23.27 17.61
H 5.68 19.58 15.56
H 5.60 21.44 12.43
H 4.30 24.59 15.31
H 3.81 22.55 18.29
*
```

Record 3
Computed, not measured: a 2-piece molecular cluster, C39H53N5O5S2 overall at a distorted geometry, with the ωB97M-V functional and the def2-TZVPD basis.

Computed properties:
- E (hartree) = -2963.20842
- F_max (Eh/bohr) = 0.1141
- frontier orbital gap (eV) = 3.8

ORCA input file:
```
! wB97M-V def2-TZVPD RIJCOSX def2/J DEFGRID3
* xyz 2 1
C -0.85 -3.26 -5.25
C -2.20 -3.77 -4.53
C -3.14 -2.55 -4.02
C -2.44 -1.89 -2.69
C -1.74 -0.51 -3.03
C -2.50 0.80 -3.44
C -4.09 0.84 -3.53
C -4.86 0.48 -2.16
C -5.33 1.77 -1.31
O -6.63 1.63 -0.71
C -1.67 2.09 -3.79
C -2.37 3.45 -4.26
C -2.63 4.51 -3.08
C -2.53 3.91 -1.59
S -0.78 3.95 -0.91
C -0.92 3.91 0.95
S -1.94 5.01 1.68
N -0.08 2.91 1.63
C 1.34 3.35 1.73
C 1.69 4.24 3.03
O 0.50 4.55 3.80
C -0.02 3.26 4.20
C -0.64 2.47 2.94
C -0.10 2.12 -3.76
C 0.74 3.42 -4.14
C 1.93 3.66 -2.93
C 2.67 5.17 -3.00
O 3.35 3.77 -3.42
C 0.62 0.82 -3.36
C -0.20 -0.46 -3.00
C 0.90 -1.54 -2.65
O 0.87 -2.79 -2.61
N 2.09 -0.71 -2.30
C 1.99 -0.36 -0.85
N 2.31 1.07 -0.60
C 2.16 0.43 -3.24
O 3.17 0.88 -3.80
H 0.10 -3.80 -4.87
H -0.90 -3.46 -6.38
H -0.66 -2.14 -5.12
H -2.77 -4.51 -5.20
H -1.85 -4.40 -3.62
H -4.20 -2.92 -3.76
H -3.17 -1.74 -4.83
H -3.14 -1.87 -1.79
H -1.60 -2.64 -2.41
H -4.53 1.81 -3.92
H -4.39 0.03 -4.29
H -5.82 -0.08 -2.48
H -4.28 -0.19 -1.44
H -5.23 2.75 -1.91
H -4.57 1.86 -0.44
H -6.86 0.68 -0.76
H -3.34 3.21 -4.83
H -1.71 3.99 -5.04
H -3.66 5.01 -3.19
H -1.87 5.38 -3.15
H -3.17 4.57 -0.89
H -2.89 2.84 -1.48
H 2.02 2.43 1.76
H 1.68 3.96 0.81
H 2.43 3.67 3.69
H 2.19 5.24 2.75
H -0.79 3.41 5.03
H 0.81 2.58 4.64
H -1.78 2.50 2.97
H -0.36 1.35 3.06
H 0.13 4.36 -4.01
H 1.31 3.35 -5.13
H 1.72 3.21 -1.84
H 2.71 5.47 -4.11
H 3.57 5.37 -2.31
H 2.70 -1.03 -0.22
H 0.93 -0.63 -0.48
H 2.95 1.19 0.20
H 1.41 1.54 -0.39
C 0.45 -8.01 6.62
N 1.00 -6.79 5.99
C 0.45 -5.59 6.29
C 0.96 -4.43 5.75
C 2.07 -4.47 4.90
C 2.59 -5.73 4.60
C 2.04 -6.87 5.15
C 2.68 -3.25 4.35
C 4.03 -2.96 4.59
C 4.62 -1.84 4.03
N 3.90 -1.01 3.25
C 2.60 -1.24 3.01
C 1.97 -2.35 3.56
C 4.55 0.16 2.61
H -0.62 -8.07 6.38
H 0.59 -7.92 7.70
H 0.97 -8.89 6.24
H -0.40 -5.59 6.97
H 0.51 -3.48 6.03
H 3.44 -5.83 3.92
H 2.44 -7.86 4.94
H 4.63 -3.61 5.22
H 5.66 -1.60 4.20
H 2.07 -0.53 2.38
H 0.92 -2.52 3.33
H 4.01 1.06 2.92
H 4.51 0.02 1.53
H 5.59 0.23 2.94
*
```